Record 1
Formula: CHFO2
Source: the OMol25 dataset
Level of theory: ωB97M-V with the def2-TZVPD basis set

The geometry in ORCA input format:
```
! wB97M-V def2-TZVPD RIJCOSX def2/J DEFGRID3
* xyz 0 1
C -0.9051 -1.6275 0.2430
O -1.7761 -0.9509 0.4501
O 1.1028 0.8900 0.2189
F 1.0103 1.6281 -0.9335
H 0.5681 0.0604 0.0215
*
```

Values from the calculation:
Gap between HOMO and LUMO = 0.4444 Eh
Energy above the lowest of the compared OMol25 structures with the same formula, charge and spin = 115.0 kcal/mol

=====

Record 2
Formula: C5H10O2
Source: the OMol25 dataset
Level of theory: ωB97M-V with the def2-TZVPD basis set

The geometry in ORCA input format:
```
! wB97M-V def2-TZVPD RIJCOSX def2/J DEFGRID3
* xyz 0 1
C 1.8110 -0.0002 -0.7094
C 0.8756 0.2327 0.4673
O 0.1878 1.4738 0.3189
C -1.1145 1.2089 -0.1621
C -1.5313 -0.0654 0.5658
C -0.2206 -0.8685 0.6311
O -0.1407 -1.9196 -0.3114
H 2.4416 0.8805 -0.8495
H 1.2725 -0.1522 -1.6507
H 2.4450 -0.8747 -0.5433
H 1.4686 0.3215 1.3858
H -1.1087 1.0722 -1.2568
H -1.7379 2.0793 0.0607
H -1.8655 0.1860 1.5768
H -2.3258 -0.6330 0.0726
H -0.1179 -1.3750 1.5921
H -0.3395 -1.5663 -1.1880
*
```

Values from the calculation:
Gap between HOMO and LUMO = 0.3925 Eh
Energy above the lowest of the compared OMol25 structures with the same formula, charge and spin = 31.7 kcal/mol
SMILES = C[C@H]1OCC[C@H]1O

=====

Record 3
Formula: C24H52BBrFN2O
Source: the OMol25 dataset
Level of theory: ωB97M-V with the def2-TZVPD basis set

The geometry in ORCA input format:
```
! wB97M-V def2-TZVPD RIJCOSX def2/J DEFGRID3
* xyz -1 1
C -1.4402 3.8680 8.2036
C -1.0919 2.7432 7.8561
C -1.0770 1.3052 7.1973
B -0.9368 1.3414 5.5215
Br -0.2984 3.1905 4.9898
O -0.0241 0.2463 5.1885
C 0.4336 0.2852 3.8274
C 1.0744 -1.1345 3.5042
C 0.0817 -2.2313 4.1696
C 1.1580 -1.5018 1.9612
C 1.5323 -0.3043 0.9849
C 0.2421 0.5539 0.5306
C 2.7395 0.6129 1.4866
C -2.4732 1.1404 4.9345
C -3.5583 2.0719 5.6113
F -2.8883 -0.2490 4.9207
H -1.8522 4.8769 8.4515
H -1.9999 0.7389 7.5344
H -0.1922 0.7523 7.6624
H 1.2940 1.0361 3.8041
H -0.4242 0.5784 3.1561
H 2.0568 -1.2654 4.0652
H -0.9936 -1.8603 4.1212
H 0.3874 -2.4873 5.2270
H 0.1179 -3.1366 3.4743
H 2.0002 -2.2692 1.8580
H 0.2206 -2.0051 1.5703
H 1.8999 -0.7887 0.0164
H 0.0310 0.3325 -0.5678
H -0.6818 0.2026 1.0859
H 0.4132 1.6678 0.6003
H 3.3945 0.1329 2.2662
H 3.3081 0.9330 0.5538
H 2.3010 1.5754 1.9071
H -2.4210 1.4638 3.8353
H -3.7704 1.7413 6.6702
H -4.5235 2.0686 5.0007
H -3.1667 3.1376 5.5822
C -2.0875 -2.1564 -5.4105
C -2.8894 -1.2686 -4.4665
N -3.5254 -1.9976 -3.3780
C -4.5166 -1.2063 -2.6562
C -4.0238 0.0196 -1.8863
C -2.6443 -2.8059 -2.5448
C -1.4847 -2.0986 -1.8431
H -2.7023 -2.9702 -5.8029
H -1.7295 -1.5668 -6.2578
H -1.2114 -2.5862 -4.9202
H -3.6681 -0.7858 -5.0664
H -2.2375 -0.4674 -4.0945
H -5.0644 -1.8581 -1.9674
H -5.2692 -0.8712 -3.3795
H -3.5044 -0.2615 -0.9695
H -4.8790 0.6336 -1.5905
H -3.3640 0.6506 -2.4852
H -2.2269 -3.6065 -3.1648
H -3.2403 -3.3351 -1.7939
H -0.9495 -1.4122 -2.5036
H -0.7613 -2.8414 -1.4944
H -1.8183 -1.5473 -0.9648
C 0.8997 1.2777 -3.3924
C 2.3546 1.6700 -3.6127
N 3.2971 0.8561 -2.8569
C 4.6468 1.4074 -2.8357
C 5.3996 1.4975 -4.1640
C 3.2132 -0.5834 -3.0644
C 3.3863 -1.1098 -4.4909
H 0.6475 1.2849 -2.3303
H 0.2428 1.9894 -3.8981
H 0.6784 0.2871 -3.7972
H 2.4570 2.7124 -3.2932
H 2.5688 1.6494 -4.6895
H 5.2555 0.8400 -2.1236
H 4.5900 2.4159 -2.4106
H 5.7487 0.5192 -4.4971
H 6.2866 2.1254 -4.0397
H 4.7953 1.9441 -4.9562
H 2.2411 -0.9254 -2.6939
H 3.9371 -1.0853 -2.4138
H 2.8176 -0.5321 -5.2229
H 3.0284 -2.1421 -4.5447
H 4.4329 -1.1225 -4.7945
*
```

Values from the calculation:
Gap between HOMO and LUMO = 0.2639 Eh

=====

Record 4
Formula: C52H68Cl17I2N4O2S4
Source: the OMol25 dataset
Level of theory: ωB97M-V with the def2-TZVPD basis set

The geometry in ORCA input format:
```
! wB97M-V def2-TZVPD RIJCOSX def2/J DEFGRID3
* xyz 1 1
C 1.4942 -0.9370 3.3687
C 2.7667 -0.1502 2.8557
I 2.6230 2.0175 3.2048
C 3.2362 -0.5013 1.3882
I 2.8968 -2.6103 0.8464
C 2.5849 0.3520 0.2617
C 1.1362 0.6047 0.3646
C 0.4033 1.4200 -0.6652
C -1.0723 1.6391 -0.5228
C -1.7521 2.3925 -1.5662
C -3.2904 2.6547 -1.5885
C -4.1019 2.1017 -0.3544
C -4.1310 0.5226 -0.2177
S -3.7173 -0.3558 -1.7984
C -4.5173 -1.9928 -1.6553
S -6.1256 -2.0622 -1.2463
N -3.8380 -3.2516 -1.8994
C -2.9000 -3.1703 -3.0010
C -1.5077 -3.6907 -2.9621
C -0.5837 -3.6319 -4.1215
C -1.0483 -3.0046 -5.4692
C -2.4372 -2.4746 -5.4608
C -3.3235 -2.5570 -4.2878
C -3.2674 -3.8310 -0.6888
C -2.6952 -3.0369 0.4341
C -2.1590 -3.8103 1.5938
C -2.1706 -5.2828 1.6517
C -2.7191 -6.0707 0.5168
C -3.2465 -5.3173 -0.6247
C -0.9229 2.9539 -2.7054
S -1.6798 3.9058 -4.0678
C 0.5331 2.7614 -2.8350
C 1.2860 3.3658 -4.0634
C 1.0083 2.6158 -5.4256
O 1.1931 3.2160 -6.4426
Cl 0.4617 0.9015 -5.4970
C 1.2280 1.9581 -1.7789
C 2.6792 1.6506 -1.8007
N 3.2981 0.8746 -0.8436
C 4.7605 0.5695 -0.9665
C 5.2064 0.4243 -2.4997
C 6.3128 -0.7323 -2.6786
C 6.6443 -0.7865 -4.2430
S 5.3000 -1.5324 -5.2524
C 4.8472 -3.1409 -4.5484
N 5.6200 -4.1503 -4.0647
N 4.7053 -5.0844 -3.6631
C 3.4431 -4.6825 -3.9249
O 3.5021 -3.4071 -4.5003
H 0.8150 -1.3156 2.5623
H 1.8037 -1.8480 3.9684
H 0.8948 -0.2867 4.0623
H 3.6156 -0.4689 3.5318
H 4.3611 -0.4031 1.3893
H 0.5128 0.2352 1.2159
H -1.5850 1.1997 0.3637
H -3.4313 3.7761 -1.6003
H -3.6967 2.2978 -2.5855
H -5.1748 2.4352 -0.4937
H -3.7791 2.5699 0.6256
H -5.1570 0.2463 0.1704
H -3.4100 0.1162 0.5522
H -1.1024 -4.1787 -2.0433
H 0.4314 -4.0433 -3.9931
H -0.3793 -2.9789 -6.3557
H -2.8149 -2.0138 -6.4035
H -4.3755 -2.1723 -4.3235
H -2.6851 -1.9136 0.4063
H -1.7315 -3.2824 2.5039
H -1.7831 -5.8644 2.5286
H -2.7694 -7.1832 0.4811
H -3.6598 -5.8898 -1.4999
H -2.9191 4.3482 -3.6790
H 1.0024 4.4469 -4.2320
H 2.3977 3.3557 -3.9093
H 3.2470 2.0960 -2.6602
H 5.3583 1.3845 -0.4787
H 5.0096 -0.4340 -0.5100
H 5.6742 1.4000 -2.7975
H 4.3601 0.1326 -3.1762
H 5.8853 -1.7423 -2.4178
H 7.2393 -0.4762 -2.0977
H 7.6332 -1.3071 -4.3801
H 6.7998 0.2801 -4.5928
H 2.5105 -5.2400 -3.6920
Cl -1.6553 -3.0392 4.4092
C -1.3860 -2.2135 5.9691
C -1.0595 -3.1756 7.0930
Cl -2.4493 -4.1922 7.5457
H -2.2755 -1.6249 6.1935
H -0.5523 -1.5294 5.8214
H -0.7774 -2.6135 7.9842
H -0.2322 -3.8362 6.8295
Cl -5.0488 -1.8492 8.0749
C -5.9142 -3.2201 8.8132
C -7.2771 -2.8215 9.3335
Cl -7.1677 -1.7414 10.7455
H -5.2866 -3.6291 9.6046
H -6.0224 -3.9795 8.0375
H -7.8230 -3.7089 9.6557
H -7.8665 -2.3175 8.5677
Cl -3.1562 6.8339 -3.6664
C -2.6754 7.7298 -2.1946
C -2.3048 6.8089 -1.0542
Cl -3.7206 5.9333 -0.4151
H -3.4910 8.3904 -1.9234
H -1.8169 8.3431 -2.4683
H -1.8956 7.3904 -0.2288
H -1.5580 6.0736 -1.3572
Cl 1.9325 5.5259 3.8678
C 0.3161 5.4146 4.6118
C 0.3319 5.8096 6.0712
Cl 1.2073 4.6274 7.0753
H -0.0496 4.3968 4.4761
H -0.3354 6.0880 4.0532
H -0.6889 5.8547 6.4525
H 0.7942 6.7857 6.2174
Cl 1.4623 -5.4883 4.5286
C 0.8848 -6.6511 5.7524
C -0.3554 -7.3883 5.2990
Cl -1.7739 -6.3149 5.2076
H 0.7097 -6.1066 6.6802
H 1.6956 -7.3607 5.9214
H -0.5987 -8.1760 6.0129
H -0.2144 -7.8473 4.3202
Cl -2.7392 10.0215 -0.3304
C -4.3570 9.9277 0.4150
C -4.3398 10.3480 1.8669
Cl -3.4671 9.1804 2.8916
H -4.7258 8.9080 0.2972
H -5.0064 10.5929 -0.1554
H -5.3603 10.4027 2.2474
H -3.8747 11.3251 1.9961
Cl 2.6585 -5.9396 -8.4426
C 2.7910 -6.3044 -6.7052
C 1.4357 -6.3841 -6.0344
Cl 0.6275 -4.7934 -5.9455
H 3.4213 -5.5424 -6.2465
H 3.3020 -7.2646 -6.6218
H 1.5516 -6.7371 -5.0076
H 0.7697 -7.0704 -6.5571
Cl 6.3190 4.5933 -0.6267
C 7.5484 4.8153 -1.8990
C 7.6103 3.6330 -2.8380
Cl 8.2590 2.1764 -2.0403
H 8.5083 4.9949 -1.4161
H 7.2722 5.7130 -2.4532
H 8.2735 3.8566 -3.6742
H 6.6262 3.3894 -3.2399
*
```

Values from the calculation:
Gap between HOMO and LUMO = 0.2134 Eh

=====

Record 5
Formula: C25H22ClN4O13ReS
Source: the OMol25 dataset
Level of theory: ωB97M-V with the def2-TZVPD basis set

The geometry in ORCA input format:
```
! wB97M-V def2-TZVPD RIJCOSX def2/J DEFGRID3
* xyz 1 4
Re -0.6497 0.8300 -0.5165
O -0.4072 0.8345 1.5274
C -0.8230 1.7013 2.3316
C -1.5554 2.8846 2.0418
C -2.0075 3.6701 3.1152
C -2.7065 4.8299 2.8894
C -2.9619 5.2802 1.5841
C -2.5376 4.5418 0.5166
C -1.8389 3.3154 0.6909
O -1.4960 2.6316 -0.3332
N -3.1830 5.6027 4.0206
O -2.9525 5.1583 5.1208
O -3.7821 6.6211 3.7791
H -0.5936 1.5375 3.3891
H -1.8277 3.3585 4.1344
H -3.4907 6.2112 1.4489
H -2.7184 4.8710 -0.4939
O -5.3061 -3.7757 1.5948
C -5.7151 -2.5871 0.9760
C -4.5288 -1.8164 0.4815
C -4.6797 -0.4981 0.0465
C -3.5600 0.2300 -0.2844
N -2.3270 -0.2803 -0.2336
C -2.1750 -1.6030 0.0261
C -3.2584 -2.3787 0.4238
C -0.8089 -2.0795 -0.2021
C -0.4105 -3.4080 -0.1488
C 0.8873 -3.7560 -0.5114
C 1.3088 -5.1981 -0.5224
O 0.2224 -6.0748 -0.5207
C 1.7555 -2.7370 -0.9039
C 1.3047 -1.4352 -0.9013
N 0.0556 -1.0976 -0.5713
H -6.0609 -4.1783 2.0379
H -6.2703 -1.9423 1.6723
H -6.3740 -2.8020 0.1190
H -5.6585 -0.0533 -0.0208
H -3.6365 1.2644 -0.5899
H -3.1386 -3.4158 0.6919
H -1.0959 -4.1832 0.1597
H 1.8743 -5.4167 0.3900
H 1.9879 -5.3659 -1.3676
H -0.1804 -6.0886 -1.3964
H 2.7623 -2.9646 -1.2156
H 1.9608 -0.6241 -1.1836
O -0.1534 3.3948 -2.7168
Cl 0.4720 2.1604 -2.6141
O -0.5182 1.0868 -2.6461
O 1.4508 1.9303 -3.5703
O 1.0655 2.0185 -1.2804
N 3.0236 1.2055 0.7387
C 3.9427 0.6876 -0.1130
C 4.8008 -0.3565 0.2870
C 5.6848 -0.9126 -0.6186
C 5.6403 -0.4614 -1.9170
C 4.8868 0.6049 -2.3462
C 4.0241 1.1768 -1.4335
S 6.7317 -1.3234 -3.1499
O 7.7974 -0.3624 -2.9289
O 6.8897 -2.6341 -2.5841
O 5.9786 -1.2211 -4.3655
H 3.0302 0.9664 1.7157
H 2.4046 1.9291 0.4103
H 4.7655 -0.7235 1.3015
H 6.3571 -1.7147 -0.3621
H 4.9288 0.9367 -3.3699
H 3.3934 1.9980 -1.7286
*
```

Values from the calculation:
⟨S²⟩ = 3.783
Gap between HOMO and LUMO (spin up / spin down) = 0.2579 / 0.2138 Eh
Energy above the lowest of the compared OMol25 structures with the same formula, charge and spin = 26.4 kcal/mol

=====

Record 6
Formula: C32H30Cl5CoN8O4
Source: the OMol25 dataset
Level of theory: ωB97M-V with the def2-TZVPD basis set

The geometry in ORCA input format:
```
! wB97M-V def2-TZVPD RIJCOSX def2/J DEFGRID3
* xyz -1 2
Co -1.5192 -0.0662 -1.0302
C 0.1332 1.2322 5.5221
C -0.6564 -0.0280 5.1318
C -1.9610 -0.0517 5.9313
C 0.1621 -1.2754 5.4993
C -0.9007 -0.0072 3.6306
C -2.1771 0.0669 3.0710
C -2.3179 0.0912 1.6988
N -1.2917 0.0615 0.8511
C -0.0400 0.0414 1.3641
C 0.1588 -0.0177 2.7414
C 1.0432 0.2022 0.4013
C 2.3980 0.1090 0.7208
C 3.3722 0.3586 -0.2285
C 2.9294 0.7928 -1.4797
C 1.5716 0.8394 -1.7316
N 0.6485 0.4944 -0.8478
C 4.8490 0.2051 0.1063
C 5.7141 0.1654 -1.1590
C 5.0862 -1.1007 0.8793
C 5.2822 1.4014 0.9678
H 0.3216 1.2383 6.5974
H -0.4278 2.1320 5.2629
H 1.0937 1.2704 5.0064
H -1.7316 -0.0880 6.9969
H -2.5598 -0.9297 5.6834
H -2.5570 0.8437 5.7467
H 0.3352 -1.3049 6.5764
H 1.1315 -1.2738 4.9991
H -0.3712 -2.1817 5.2077
H -3.0634 0.1002 3.6855
H -3.2977 0.1407 1.2397
H 1.1772 -0.0491 3.1047
H 2.6715 -0.1892 1.7237
H 3.6192 1.0577 -2.2671
H 1.2050 1.1445 -2.7061
H 5.3629 -0.6081 -1.8441
H 6.7449 -0.0628 -0.8858
H 5.7130 1.1236 -1.6803
H 4.7295 -1.9537 0.2992
H 4.5790 -1.1045 1.8443
H 6.1534 -1.2304 1.0654
H 5.1034 2.3387 0.4376
H 6.3467 1.3303 1.2004
H 4.7241 1.4306 1.9057
O -3.9912 0.2550 -7.4672
C -2.7860 0.2265 -7.1795
O -1.7513 0.3336 -7.8662
C -2.4896 0.0448 -5.6377
C -1.2153 -0.3128 -5.2171
C -0.9470 -0.4109 -3.8682
N -1.8638 -0.1520 -2.9255
C -3.1032 0.1736 -3.3282
C -3.4545 0.2668 -4.6670
C -4.1164 0.4992 -2.2150
O -5.2821 0.7185 -2.5267
O -3.5961 0.5212 -1.0525
H -0.4447 -0.4906 -5.9544
H 0.0369 -0.6951 -3.5262
H -4.4700 0.5279 -4.9248
N -1.0371 5.1341 -2.6673
N -1.3220 4.0680 -1.8493
N -1.9627 4.2145 -0.7145
C -2.0908 2.9508 -0.3352
N -1.5340 2.1117 -1.2115
N -1.0409 2.8403 -2.1787
H -0.8529 5.9441 -2.0958
H -0.2653 4.8941 -3.2729
H -2.6095 2.6415 0.5528
Cl -4.0343 -2.0425 0.1650
C -2.6309 -2.8480 -0.4405
C -1.5109 -2.1227 -0.8974
C -0.4457 -2.9608 -1.2776
Cl 1.0764 -2.3170 -1.8127
C -0.4834 -4.3597 -1.2546
Cl 0.8755 -5.3066 -1.7435
C -1.6263 -5.0100 -0.8238
Cl -1.6973 -6.7301 -0.7825
C -2.7032 -4.2455 -0.4058
Cl -4.1180 -5.0516 0.1621
*
```

Values from the calculation:
⟨S²⟩ = 0.759
Gap between HOMO and LUMO (spin up / spin down) = 0.2238 / 0.2239 Eh
Energy above the lowest of the compared OMol25 structures with the same formula, charge and spin = 10.7 kcal/mol

=====

Record 7
Formula: C30H44Br2N13TeV
Source: the OMol25 dataset
Level of theory: ωB97M-V with the def2-TZVPD basis set

The geometry in ORCA input format:
```
! wB97M-V def2-TZVPD RIJCOSX def2/J DEFGRID3
* xyz 1 2
V 1.2437 -0.4850 0.6549
Br 2.8541 -2.7643 -5.2665
C 2.3891 -2.0770 -3.5997
C 1.3775 -1.1283 -3.4942
C 1.0620 -0.6367 -2.2545
N 1.7054 -1.0533 -1.1158
C 2.6700 -2.0165 -1.2345
C 3.0343 -2.5294 -2.4656
C 3.1857 -2.4922 0.0470
C 4.2127 -3.4205 0.1756
C 4.5717 -3.8542 1.4258
Br 5.9499 -5.0869 1.6335
C 3.8852 -3.3789 2.5452
C 2.8949 -2.4594 2.3505
N 2.5389 -1.9762 1.1278
H 0.8311 -0.7779 -4.3600
H 0.2451 0.0748 -2.1450
H 3.7981 -3.2903 -2.5393
H 4.7206 -3.7972 -0.7009
H 4.1247 -3.7248 3.5403
H 2.3379 -2.0878 3.1992
C -1.5211 -2.9997 3.8514
C -1.8205 -2.4673 2.4603
C -2.4626 -3.5409 1.5889
C -2.7160 -1.2383 2.5435
N -0.4903 -2.0600 1.9126
N -0.5062 -1.5960 0.5473
H -2.4439 -3.3212 4.3353
H -1.0564 -2.2285 4.4709
H -0.8511 -3.8655 3.8063
H -3.4052 -3.8659 2.0305
H -1.8141 -4.4191 1.5039
H -2.6910 -3.1693 0.5866
H -3.6641 -1.5113 3.0079
H -2.9554 -0.8249 1.5586
H -2.2445 -0.4602 3.1499
H 0.1408 -2.8535 1.9428
H -1.2776 -0.9339 0.4367
H -0.6808 -2.3223 -0.1453
C -3.9371 2.3669 -7.8267
C -3.6160 1.8549 -6.4414
C -3.3561 0.5158 -6.2083
C -3.0598 0.0251 -4.9344
C -2.8151 -1.4550 -4.7881
C -3.0197 0.9068 -3.8412
Te -2.5682 0.1799 -1.8903
C -3.2948 2.2668 -4.0601
C -3.2745 3.2882 -2.9490
C -3.5830 2.7113 -5.3511
H -3.7022 1.6228 -8.5880
H -3.3730 3.2733 -8.0544
H -4.9972 2.6136 -7.9210
H -3.3892 -0.1810 -7.0428
H -2.8231 -1.9422 -5.7654
H -3.5791 -1.9189 -4.1592
H -1.8594 -1.6551 -4.2975
H -2.2474 3.5535 -2.6794
H -3.7508 2.8988 -2.0496
H -3.7897 4.1989 -3.2612
H -3.7938 3.7677 -5.5041
N -2.6363 3.0328 0.6651
N -1.4010 2.5268 0.3912
N -0.5968 3.1196 -0.4599
C 0.3736 2.2237 -0.5710
N 0.1352 1.1469 0.1854
N -1.0262 1.3713 0.8073
H -2.6118 4.0426 0.6708
H -3.0470 2.5805 1.4679
H 1.2324 2.3516 -1.2083
C 1.2077 0.6952 3.3311
N 1.5635 1.2156 4.6347
C 1.3170 2.6693 4.6063
N 2.0999 3.3252 3.5514
C 1.7497 2.7531 2.2601
N 2.0179 1.2870 2.2107
C 3.4674 1.0903 2.5431
N 3.8226 1.6308 3.8390
C 2.9957 0.9913 4.8635
C 3.5233 3.0710 3.8264
H 0.1587 0.9213 3.1380
H 1.3164 -0.3923 3.3395
H 1.5930 3.0944 5.5701
H 0.2561 2.8505 4.4362
H 2.3324 3.2398 1.4782
H 0.6910 2.9183 2.0637
H 4.0513 1.6012 1.7782
H 3.7059 0.0297 2.5130
H 3.2637 1.3905 5.8405
H 3.1941 -0.0828 4.8638
H 4.1331 3.5600 3.0665
H 3.7737 3.4924 4.7984
*
```

Values from the calculation:
⟨S²⟩ = 1.221
Gap between HOMO and LUMO (spin up / spin down) = 0.1558 / 0.1603 Eh